# 1
One molecule with the formula C4H7F. Source: OMol25; level of theory: ωB97M-V/def2-TZVPD.

Structure (XYZ):
```
12
Properties=species:S:1:pos:R:3:forces:R:3
C -1.511258 0.159268 -0.378286 0.6073 -1.4080 -1.7433
C -0.415706 0.115681 0.644238 0.6208 -0.6162 0.6032
C 0.968514 0.417901 0.067451 0.2212 -0.0249 -1.3348
C 1.886210 -0.544576 -0.191693 -1.4247 0.0945 1.7121
H -1.638702 1.171122 -0.685632 -0.6058 0.9246 -0.1272
H -1.187388 -0.386141 -1.282031 -0.1336 0.0585 0.2769
H -0.322322 -0.827651 1.163861 -0.1881 -0.7848 -0.3650
H -0.765800 0.721926 1.448330 0.3342 1.2046 0.6743
H 1.174640 1.427953 -0.383110 -0.3224 -0.8894 0.7736
H 1.702885 -1.587125 0.225224 0.4729 1.3561 -0.8312
H 2.841790 -0.259091 -0.614193 -0.0699 -0.3467 -0.1312
F -2.732864 -0.409271 -0.014159 0.4880 0.4318 0.4925
```
Positions in Å, forces in eV/Å.

Its SMILES is C=CCCF. The frontier orbital gap comes out at 11.3 eV. For the largest force on an atom, the calculation gives 2.32 eV/A. As for the LUMO energy: 1.21 eV.

# 2
C4H7F18LiNP3 as an isolated structure. Source: OMol25; level of theory: ωB97M-V/def2-TZVPD.

Structure (XYZ):
```
34
Properties=species:S:1:pos:R:3:forces:R:3
Li 1.079106 -1.706443 0.469832 0.2909 -0.3758 0.3426
P 3.592676 2.693197 2.961742 1.6645 -0.4768 0.3822
F 2.341706 1.695847 2.589332 0.7976 0.1024 0.6471
F 4.486356 1.405047 3.586812 -1.6058 0.9716 -0.3529
F 4.298466 2.463147 1.512272 -1.5225 -0.9012 -0.7652
F 4.956496 3.582297 3.148522 -0.8875 1.1825 1.5129
F 2.661316 3.909807 2.412132 0.8266 0.1116 -0.1684
F 3.029246 3.097447 4.484132 0.6311 -0.9519 -1.2962
P 4.971946 -3.509473 -0.820668 0.3966 0.4080 0.7030
F 5.936616 -2.368063 -0.098558 -0.9057 -0.5857 -1.0627
F 6.027736 -4.638103 -0.304108 -0.1593 0.2255 -1.2402
F 4.188386 -3.700623 0.583732 -0.2620 0.2430 0.3850
F 3.960806 -4.695733 -1.419038 1.3288 1.1889 -0.5144
F 3.825116 -2.352053 -1.191318 0.7417 -0.5017 -0.3757
F 5.783666 -3.227103 -2.300488 -1.5371 -0.8884 2.1072
P -1.535144 -4.000133 2.983472 0.4421 -0.8754 -1.7572
F -1.977324 -2.694203 2.113412 -1.0333 1.0425 1.1291
F -2.382884 -3.605083 4.355182 1.4716 -0.0214 -1.5175
F -2.822634 -4.793293 2.412052 -0.6687 -0.0897 1.0028
F -0.914424 -5.370833 3.645742 -0.6332 1.3140 0.0490
F -0.870404 -4.435723 1.529392 1.4388 -0.4520 0.1220
F -0.167534 -3.156913 3.346332 -0.8484 -0.6335 0.6506
C -4.287864 4.269627 -2.590198 0.2662 0.3195 -0.7022
C -4.538844 3.277387 -3.767568 0.4233 0.4507 2.7873
C -4.487614 1.871927 -3.082298 -1.2375 -0.1116 -1.9087
C -3.195774 1.427467 -2.617468 4.6115 -1.2287 1.8093
N -2.124054 1.066937 -2.244598 -4.2736 1.4155 -1.5238
H -4.975834 4.301647 -1.745348 -0.4363 -0.3569 -0.3228
H -4.239184 5.270537 -3.019048 0.1760 0.1748 0.2817
H -3.323284 4.004607 -2.157238 0.1515 0.2821 -0.0281
H -3.700304 3.506687 -4.425118 -0.2492 -0.6583 -0.4010
H -5.504054 3.489787 -4.227298 0.1162 -0.3685 -0.1488
H -4.828314 1.127777 -3.802218 0.1669 -0.2483 -0.2223
H -5.264164 1.792597 -2.321518 0.3184 0.2931 0.3965
```
Positions in Å, forces in eV/Å.

The frontier orbital gap comes out at 9.6 eV. For the largest force on an atom, the calculation gives 5.10 eV/A. As for the LUMO energy: 3.06 eV. Its total charge is -2.

# 3
One molecule with the formula C4H7F2NO3. Source: OMol25; level of theory: ωB97M-V/def2-TZVPD.

Structure (XYZ):
```
17
Properties=species:S:1:pos:R:3:forces:R:3
C 0.729480 -0.088182 1.281793 1.7318 -1.7523 0.3645
C -1.056335 0.198980 -1.248798 2.2328 0.9876 -1.8694
C -0.634430 0.529302 1.040355 0.3031 0.8090 -0.1184
C 1.408134 -0.033871 -0.100591 -1.9551 1.1924 -0.4129
N -1.191853 -0.743260 -2.225241 -1.5565 0.0276 -0.4177
O -1.363060 -0.186863 -0.078809 0.0691 0.5579 2.6711
O 0.527748 -1.455705 1.682114 1.3448 -1.2544 0.4040
O -0.464955 1.880503 0.822531 1.8475 0.6570 -2.4178
F 2.000088 -1.208984 -0.384196 0.6281 -0.6718 -0.1458
F 2.392643 0.935136 -0.113641 0.4981 0.2156 0.2286
H 1.295838 0.458962 2.140671 -1.0854 -0.3798 -1.6161
H -0.953778 1.334715 -1.527455 -0.2651 -2.4963 0.4905
H -1.306090 0.451536 1.858285 -0.6258 -0.3852 0.6135
H -1.588884 -0.377761 -3.122324 0.7402 -0.8198 1.1781
H -1.526852 -1.703088 -1.904532 0.6866 1.9896 -0.6292
H 1.375447 -2.051770 1.714717 -2.1760 2.3540 -0.4463
H 0.356859 2.060351 0.165119 -2.4181 -1.0310 2.1232
```
Positions in Å, forces in eV/Å.

The frontier orbital gap (spin up / spin down) comes out at 7.3 / 7.3 eV. For the largest force on an atom, the calculation gives 3.38 eV/A. As for the LUMO energy (spin up / spin down): 0.56 / 0.56 eV.

# 4
One molecule with the formula C4H7F3N2. Source: OMol25; level of theory: ωB97M-V/def2-TZVPD.

Structure (XYZ):
```
16
Properties=species:S:1:pos:R:3:forces:R:3
C 0.910382 -2.106536 0.121412 -1.6204 3.0048 -0.5702
C 0.435885 1.377988 0.901880 -4.2245 -3.2646 0.7834
C -0.009934 0.089102 0.090525 2.8662 2.6775 -2.7902
C -1.519570 0.110878 -0.045779 -1.7092 -0.0952 0.3846
N 0.429712 -1.105828 0.723414 -0.2076 -0.1484 0.1085
N 0.578547 0.373727 -1.383407 -2.0395 -2.4822 2.1910
F -2.074227 1.213129 -0.637855 1.1762 -0.3081 0.1767
F -2.058249 0.079376 1.192178 0.0604 -0.0935 -0.0596
F -2.027305 -0.925570 -0.716161 0.3882 -0.2440 -0.0628
H 1.043588 -2.940822 0.643338 1.0031 -3.2903 2.7068
H 1.007919 -2.279325 -0.900388 0.2831 0.5998 -2.1676
H 1.422596 1.296783 1.060147 3.7827 0.2955 -0.2451
H 0.021275 2.116349 0.269339 0.1241 1.5841 0.2336
H 0.037111 1.249208 1.935246 -0.3352 0.7408 -0.7800
H 0.246845 1.225615 -1.756134 -0.1554 0.9184 -0.2441
H 1.555422 0.225928 -1.497761 0.6080 0.1054 0.3349
```
Positions in Å, forces in eV/Å.

Its SMILES is C=N[C@@](C)(N)C(F)(F)F. The frontier orbital gap comes out at 10.3 eV. For the largest force on an atom, the calculation gives 5.40 eV/A. As for the LUMO energy: 0.81 eV.

# 5
An isolated ion of composition C4H7F3NO and charge +1. Source: OMol25; level of theory: ωB97M-V/def2-TZVPD.

Structure (XYZ):
```
16
Properties=species:S:1:pos:R:3:forces:R:3
C 1.271281 -0.482138 -0.007773 -1.6261 1.5076 0.3046
C 0.336865 0.538773 -0.040038 3.0571 -2.4809 0.1918
C 1.075827 -1.899939 -0.448175 -3.6320 -0.3223 0.0620
C 0.407729 1.985378 0.174973 1.2463 1.2453 -1.2977
N -1.916416 -0.049515 0.179509 -1.7261 0.1696 1.2815
O -1.002365 0.155319 -0.673614 0.1427 -0.3653 -0.1063
F -3.000055 -0.647901 -0.313173 0.3713 -0.1227 -0.9777
F -2.440177 1.078578 0.735379 0.4457 0.2504 -0.0728
F -1.600413 -0.804653 1.238366 0.6283 -0.1186 0.1298
H 2.281462 -0.216434 0.334674 -0.5808 0.2627 -0.0370
H 1.287448 -2.787619 0.235283 -0.5501 1.6560 -0.2523
H -0.046678 -1.916793 -0.890749 2.6829 -0.7303 1.0601
H 1.710511 -2.101521 -1.258433 0.9642 -0.0528 -1.3856
H 1.394407 2.306102 0.530684 0.4705 -0.7694 -0.5573
H -0.081564 2.346614 1.076361 -1.3208 0.2383 -0.6196
H 0.322145 2.495744 -0.873269 -0.5730 -0.3676 2.2764
```
Positions in Å, forces in eV/Å.

Its SMILES is C/C=C(/C)O[N+](F)(F)F. The frontier orbital gap comes out at 10.7 eV. For the largest force on an atom, the calculation gives 3.94 eV/A. As for the LUMO energy: -3.87 eV. Its total charge is +1.

# 6
One molecule with the formula C4H7FN2. Source: OMol25; level of theory: ωB97M-V/def2-TZVPD.

Structure (XYZ):
```
14
Properties=species:S:1:pos:R:3:forces:R:3
C -0.609287 0.668366 -1.595811 1.8578 6.3451 -3.4526
C -0.825829 -1.245839 -0.612428 -3.3888 -1.4151 4.9614
C -0.121287 0.082960 1.354697 4.3433 1.1088 -0.3247
C 1.061708 0.399827 0.508936 -1.7508 -0.2248 6.8806
H 0.436592 0.930010 -1.173180 -2.3882 0.2070 -2.1212
H -1.168406 1.337011 -0.960898 -1.0341 -0.5001 0.7371
H -0.678862 1.209181 -2.637668 0.1631 -1.2057 1.6895
H -1.044036 -2.292107 -0.544868 0.3143 -0.7327 -0.1157
H -1.422914 -1.360239 1.391288 -0.5357 -0.7947 0.4756
H -0.190677 0.229090 2.618411 0.5209 -0.0842 -4.1599
H 1.240049 0.214481 -0.527753 0.7797 -0.8681 0.6648
N -0.797182 -0.662542 -1.677974 0.8736 -0.9316 -1.5227
N -1.211177 -0.610535 0.776236 2.5426 0.1398 -2.6055
F 2.206105 1.023580 1.134939 -2.2977 -1.0438 -1.1069
```
Positions in Å, forces in eV/Å.

Its SMILES is C/N=C\N/C=C/F. The frontier orbital gap comes out at 9.4 eV. For the largest force on an atom, the calculation gives 7.46 eV/A. As for the LUMO energy: 0.82 eV.

# 7
An isolated ion of composition C4H7FN3 and charge +1. Source: OMol25; level of theory: ωB97M-V/def2-TZVPD.

Structure (XYZ):
```
15
Properties=species:S:1:pos:R:3:forces:R:3
C 0.010406 0.425529 0.717526 -2.9720 0.1081 -0.4775
C 1.735505 -0.845388 -0.075093 -2.1762 1.2382 -0.2224
C -0.232949 -1.820731 -1.188536 1.1179 2.3159 0.6382
C -0.450019 1.724753 0.780690 0.2337 -0.0069 0.0021
N 1.208830 0.256858 0.332318 5.1841 -0.5465 -0.2507
N 0.949732 -1.868539 -0.658314 -0.1637 -0.1190 -0.5005
N -1.656153 2.188610 1.063501 -1.2039 -4.3539 1.0923
F 0.416979 2.681494 0.449948 -0.8670 -0.5371 0.4937
H -0.558853 -0.480042 0.643801 -1.5471 0.4592 1.0078
H 2.767661 -0.966634 -0.203197 1.2525 -0.2482 -0.1518
H -0.659636 -0.821865 -1.202356 -0.3674 -0.3739 0.2103
H -0.710668 -2.548411 -1.764913 -0.0883 -1.5605 -0.5338
H 1.541234 -2.646613 -0.840009 0.1255 -1.4014 -0.1274
H -1.793047 3.062626 0.777928 -0.7306 4.6327 -1.1396
H -2.569021 1.658354 1.166705 2.2026 0.3933 -0.0408
```
Positions in Å, forces in eV/Å.

Its SMILES is C=[NH+]/C=N\C=C(\N)F. The frontier orbital gap (spin up / spin down) comes out at 6.7 / 6.7 eV. For the largest force on an atom, the calculation gives 5.22 eV/A. As for the LUMO energy (spin up / spin down): -5.40 / -5.39 eV. Its total charge is +1.

# 8
One molecule with the formula C4H7FO. Source: OMol25; level of theory: ωB97M-V/def2-TZVPD.

Structure (XYZ):
```
13
Properties=species:S:1:pos:R:3:forces:R:3
C 1.874080 -0.640631 -0.012602 1.7437 1.4514 2.0821
C -0.131674 0.243173 0.458643 -4.0288 0.0766 1.0065
C -1.269933 1.106855 0.005177 0.6131 1.9910 -2.1717
C -1.196102 -0.309907 -0.404039 0.7368 1.3418 -3.4595
H 2.715739 -0.428701 -0.666343 0.1686 -0.1589 0.2040
H 2.183825 -0.744924 1.080967 0.0542 -0.0733 -1.3366
H 1.395336 -1.513669 -0.289939 -1.0722 -1.9442 -0.7704
H -0.326728 0.003165 1.499267 0.9954 -0.3723 0.3876
H -1.102088 1.867389 -0.797267 0.2518 -0.8656 0.6823
H -2.028701 1.476541 0.641457 -0.5389 -0.2264 1.0110
H -1.018396 -0.459587 -1.555919 -0.1474 -0.1080 2.4562
O 1.021885 0.461925 -0.094897 3.1260 1.2107 -1.0431
F -2.117249 -1.061626 0.135495 -1.9024 -2.3229 0.9515
```
Positions in Å, forces in eV/Å.

Its SMILES is CO[C@H]1C[C@@H]1F. The frontier orbital gap comes out at 10.7 eV. For the largest force on an atom, the calculation gives 4.15 eV/A. As for the LUMO energy: 1.11 eV.

Table of ΔE to the lowest compared entry with this formula, charge and spin (kJ/mol), in record order: 41.2, 373.9, 275.6, 91.1, 103.8, 438.1, 245.7, 220.8